1.
CH3NO2S | ωB97M-V/def2-TZVPD

Atoms and positions in Å:
C  0.2160  -0.0170  0.3524
N  0.6400  -0.1553  -1.0614
O  2.7888  -1.1905  0.0923
O  2.7084  1.2467  0.0546
S  1.9709  0.0361  0.0843
H  -0.4497  0.7734  0.7893
H  -0.4235  -1.2973  1.0911
H  0.0237  -0.7185  -1.6344

## Properties
gap between HOMO and LUMO	10.03	eV
net charge	0
LUMO level	-0.001	Eh
HOMO	-10.05	eV

2.
C2H5NO | ωB97M-V/def2-TZVPD

Atoms and positions in Å:
N  1.8202  -0.0190  -0.9561
C  1.7389  -0.6807  0.0594
O  1.5178  -1.2954  1.0302
H  2.6682  0.1983  -1.4513
C  -1.5486  0.3596  0.2632
H  -1.0014  -0.1159  1.0815
H  -1.8723  1.3564  0.5723
H  -2.4232  -0.2463  0.0138
H  -0.8997  0.4430  -0.6128

## Properties
gap between HOMO and LUMO	11.94	eV
structure (SMILES)	N=C=O.C
net charge	0
LUMO level	0.027	Eh
HOMO	-11.20	eV

3.
C31H68N2O18P3S | ωB97M-V/def2-TZVPD

Atoms and positions in Å:
C  -3.3804  2.3730  3.3802
C  -3.1917  1.6279  2.0713
O  -2.4694  0.4196  2.2507
C  -1.0689  0.5332  2.1838
C  -0.4568  -0.0139  0.8554
O  -1.3796  -0.5950  -0.0191
C  -2.1307  0.3387  -0.7854
C  -1.7351  0.2983  -2.2622
O  -1.6376  1.6029  -2.7930
C  -2.5528  1.9609  -3.8106
P  -4.0661  2.8884  -3.1092
C  -4.9655  2.7678  -4.7886
C  -6.4978  2.9404  -4.9188
C  -7.3446  2.7108  -3.6560
P  -9.0971  2.5040  -4.0048
O  -9.5730  2.9574  -5.3138
O  -9.8893  3.2657  -2.8311
C  -9.4583  3.3123  -1.4652
C  -9.1950  4.7559  -1.0482
O  -9.3641  0.9477  -3.7623
C  -10.2859  0.3403  -2.8677
C  -9.5870  -0.2346  -1.6510
N  -4.8440  1.1378  -2.4470
C  -5.1217  0.1464  -3.0277
S  -5.4977  -1.2139  -3.7994
P  -3.2395  4.9748  -3.5839
N  -2.4072  5.2491  -4.9152
H  -3.8445  3.3433  3.1967
H  -2.4185  2.5365  3.8693
H  -4.0188  1.8058  4.0571
H  -2.6878  2.2690  1.3415
H  -4.1524  1.3434  1.6407
H  -0.6600  -0.0436  3.0164
H  -0.7627  1.5749  2.3329
H  0.2506  -0.8069  1.1041
H  0.1102  0.7776  0.3484
H  -3.1897  0.1291  -0.6416
H  -1.9488  1.3627  -0.4524
H  -2.4449  -0.2983  -2.8418
H  -0.7519  -0.1823  -2.3356
H  -2.8693  1.0828  -4.3833
H  -2.0334  2.6444  -4.4889
H  -3.3844  2.9406  -1.8271
H  -5.1972  3.5600  -2.5025
H  -4.5085  3.5741  -5.3740
H  -4.6472  1.8632  -5.3083
H  -6.8609  2.2635  -5.6933
H  -6.7318  3.9352  -5.2986
H  -7.2688  3.5697  -2.9883
H  -7.0023  1.8450  -3.0943
H  -10.2544  2.8617  -0.8716
H  -8.5638  2.7033  -1.3339
H  -9.7715  5.0298  -0.1655
H  -9.4908  5.4192  -1.8600
H  -8.1404  4.9348  -0.8418
H  -11.0840  1.0394  -2.6089
H  -10.7453  -0.4746  -3.4286
H  -10.3231  -0.5349  -0.9029
H  -8.8916  0.4736  -1.2057
H  -9.0074  -1.1135  -1.9316
H  -4.4067  5.7854  -3.5068
H  -2.5862  5.3849  -2.3955
H  -1.4751  5.5972  -4.7299
C  -4.4011  5.9018  9.1581
C  -4.7549  4.9304  8.0544
O  -3.5842  4.3815  7.4233
C  -2.9657  3.4178  8.1027
O  -3.3092  2.9623  9.1648
O  -1.8962  3.0388  7.4058
C  -1.1025  2.0247  8.0295
H  -3.7549  6.6925  8.7754
H  -5.3115  6.3574  9.5492
H  -3.8908  5.3927  9.9738
H  -5.2794  5.4311  7.2431
H  -5.3765  4.1145  8.4223
H  -1.7156  1.1655  8.2923
H  -0.6224  2.4167  8.9250
H  -0.3571  1.7488  7.2904
C  3.3141  -2.7957  -1.9771
C  2.5362  -1.6088  -1.4563
O  3.1688  -1.0013  -0.3102
C  4.2159  -0.2321  -0.5683
O  4.6832  0.0066  -1.6555
O  4.6835  0.2471  0.5875
C  5.8326  1.0890  0.4609
H  3.4757  -3.5266  -1.1838
H  2.7504  -3.2722  -2.7791
H  4.2813  -2.4874  -2.3720
H  1.5583  -1.9111  -1.0865
H  2.3893  -0.8524  -2.2265
H  5.6380  1.9023  -0.2351
H  6.6922  0.5150  0.1163
H  6.0167  1.4761  1.4583
C  11.3789  -4.8074  -2.5505
C  11.2699  -3.9137  -1.3360
O  10.5009  -2.7285  -1.6105
C  9.1790  -2.9151  -1.6271
O  8.6125  -3.9570  -1.3989
O  8.5949  -1.7654  -1.9382
C  7.1606  -1.8185  -2.0210
H  11.8297  -4.2820  -3.3930
H  12.0096  -5.6652  -2.3115
H  10.3970  -5.1700  -2.8510
H  12.2465  -3.5456  -1.0285
H  10.8216  -4.4402  -0.4940
H  6.7446  -2.2139  -1.0959
H  6.8600  -2.4541  -2.8525
H  6.8303  -0.7997  -2.1859
C  11.8128  -8.6591  3.7876
C  12.1767  -9.3132  2.4736
O  11.0716  -9.3249  1.5523
C  10.8288  -8.1666  0.9373
O  11.4721  -7.1532  1.0618
O  9.7598  -8.3178  0.1623
C  9.3589  -7.1213  -0.5215
H  10.9418  -9.1465  4.2265
H  12.6474  -8.7480  4.4839
H  11.5913  -7.6027  3.6465
H  12.4144  -10.3662  2.6119
H  13.0274  -8.8206  2.0034
H  10.1952  -6.7050  -1.0738
H  8.9875  -6.3817  0.1847
H  8.5642  -7.4134  -1.2000

## Properties
gap between HOMO and LUMO	6.48	eV
net charge	-1
LUMO level	0.062	Eh
HOMO	-4.78	eV

Question: Among the records above, which one has the lowest gap between HOMO and LUMO?
Answer: C31H68N2O18P3S